[1]
{"formula": "C7H8", "method": "ωB97M-V/def2-TZVPD", "lumo_energy_ha": 0.03368, "e_above_lowest_ev": 6.498, "homo_lumo_gap_ev": 10.664, "e_homo_ev": -9.748, "largest_force_ev_per_a": 0.7, "species": ["C", "C", "C", "C", "C", "C", "C", "H", "H", "H", "H", "H", "H", "H", "H"], "positions_angstrom": [[2.00222, 0.90918, -0.47166], [1.91093, -0.11216, -1.19908], [0.48872, -0.02491, -0.29404], [0.03629, -1.29370, 0.46467], [-1.20149, -0.36810, 0.42965], [-0.26378, 0.78660, 0.82567], [-0.86032, -0.05041, -1.04473], [2.16733, 1.80006, 0.10407], [0.49328, -1.47000, 1.44397], [0.00016, -2.20415, -0.14116], [-2.18947, -0.57844, 0.84270], [-0.57841, 1.80073, 0.55612], [0.18045, 0.74832, 1.82636], [-0.96917, -0.86059, -1.77199], [-1.21858, 0.90598, -1.43972]], "atomic_forces_ev_per_a": [[0.1, -0.3, -0.3], [0.2, 0.6, 0.3], [-0.2, -0.1, 0.0], [0.1, -0.2, 0.1], [-0.3, -0.1, 0.1], [0.0, 0.3, 0.2], [-0.1, 0.0, -0.3], [0.0, -0.2, -0.1], [-0.1, 0.1, -0.2], [0.0, 0.2, 0.1], [0.2, 0.0, -0.1], [0.0, -0.2, 0.0], [-0.1, 0.0, -0.2], [0.0, 0.1, 0.1], [0.1, -0.1, 0.1]], "nbo_charge": [-0.26, -0.05, -0.05, -0.37, -0.21, -0.38, -0.38, 0.26, 0.20, 0.21, 0.21, 0.20, 0.20, 0.21, 0.20]}

=====

[2]
{"formula": "C4H12N4O2", "method": "ωB97M-V/def2-TZVPD", "lumo_energy_ha": [0.00374, 0.00369], "smiles": "CC(=O)NO.NC=C(N)N", "e_above_lowest_ev": 4.446, "homo_lumo_gap_ev": [6.887, 6.884], "e_homo_ev": [-6.785, -6.783], "largest_force_ev_per_a": 4.6, "species": ["C", "C", "O", "N", "O", "H", "H", "H", "H", "H", "N", "C", "C", "N", "N", "H", "H", "H", "H", "H", "H", "H"], "positions_angstrom": [[-2.30427, 0.60080, -1.44240], [-1.41857, -0.35427, -0.65096], [-1.66612, -1.59603, -0.63047], [-1.08067, 0.18172, 0.62053], [-0.97032, -0.79786, 1.61046], [-2.23812, 0.34154, -2.49773], [-1.98981, 1.63883, -1.31437], [-3.34234, 0.49925, -1.11694], [-1.45303, 1.05572, 0.96261], [-1.20770, -1.60151, 1.04414], [2.07244, 0.77536, 1.94089], [1.61963, 0.88277, 0.64997], [1.64786, -0.14556, -0.26285], [1.19361, 0.00759, -1.53487], [1.82320, -1.46383, 0.18783], [2.28496, -0.15944, 2.26109], [1.66366, 1.38936, 2.63123], [1.37120, 1.88163, 0.32171], [1.15330, 0.98507, -1.80476], [-0.02173, -0.31850, -1.48449], [1.29012, -1.66002, 1.02969], [1.57270, -2.14264, -0.52030]], "atomic_forces_ev_per_a": [[0.9, 0.1, -0.7], [-3.2, -0.3, 3.3], [1.2, 0.8, -0.8], [0.5, -1.0, -1.3], [-0.1, 0.0, -0.7], [-0.1, 0.1, 0.0], [0.0, 0.0, 0.0], [0.2, -0.2, 0.1], [0.0, -0.2, -0.1], [-0.1, 0.5, 0.4], [0.3, -0.1, 0.5], [0.5, -0.8, -1.2], [-0.5, 1.2, 2.3], [-3.4, -0.9, -1.1], [0.2, -0.3, 0.0], [-0.1, 0.2, 0.1], [0.1, -0.2, -0.1], [-0.1, 0.0, -0.1], [0.1, 0.0, 0.0], [3.5, 0.9, -0.5], [0.0, 0.1, -0.1], [0.1, 0.1, 0.0]], "nbo_charge": [-0.67, 0.48, -0.67, -0.31, -0.57, 0.24, 0.21, 0.24, 0.39, 0.49, -0.81, -0.04, 0.23, -0.73, -0.84, 0.39, 0.38, 0.18, 0.37, 0.30, 0.37, 0.39]}

=====

[3]
{"formula": "C24H39F6IrN3O7S2Si3", "method": "ωB97M-V/def2-TZVPD", "lumo_energy_ha": [0.08715, 0.02743], "total_charge": -1, "s_squared": 6.03, "multiplicity": 5, "e_above_lowest_ev": 0.041, "homo_lumo_gap_ev": [6.914, 6.233], "e_homo_ev": [-4.542, -5.486], "largest_force_ev_per_a": 0.3, "species": ["Ir", "C", "C", "O", "C", "C", "C", "N", "N", "C", "O", "C", "C", "C", "C", "C", "C", "H", "H", "H", "H", "H", "H", "H", "H", "H", "H", "H", "H", "C", "O", "Si", "C", "C", "C", "Si", "C", "C", "C", "Si", "C", "C", "C", "H", "H", "H", "H", "H", "H", "H", "H", "H", "H", "H", "H", "H", "H", "H", "H", "H", "H", "H", "H", "H", "H", "H", "H", "H", "H", "H", "F", "C", "F", "F", "S", "O", "O", "N", "S", "O", "O", "C", "F", "F", "F"], "positions_angstrom": [[-0.34913, 0.10951, -0.43574], [-2.84312, -0.07447, -4.30594], [-1.71786, -0.30593, -3.32302], [-1.72854, 0.34398, -2.27050], [-0.73385, -1.26875, -3.70521], [0.38455, -1.70278, -3.03262], [1.21811, -2.77588, -3.66600], [0.76963, -1.21949, -1.81859], [1.88711, -1.78066, -1.37759], [2.31173, -1.27524, -0.20275], [1.80603, -0.28464, 0.36105], [3.46331, -1.97365, 0.43143], [3.96349, -1.48024, 1.63265], [5.01354, -2.12472, 2.26546], [5.56710, -3.26746, 1.70400], [5.06833, -3.76413, 0.50735], [4.01916, -3.12064, -0.12978], [-3.54648, 0.64325, -3.89047], [-3.35610, -1.01385, -4.51831], [-2.44508, 0.30779, -5.24791], [-0.91469, -1.74444, -4.66017], [0.79912, -3.05463, -4.63083], [1.23448, -3.64434, -3.00953], [2.24772, -2.44151, -3.79022], [3.50785, -0.59801, 2.06265], [5.39451, -1.73996, 3.20290], [6.38249, -3.77587, 2.20357], [5.49236, -4.66113, 0.07395], [3.61119, -3.50156, -1.05535], [-3.86576, 0.04070, 0.39830], [-2.59251, 0.64520, 0.46987], [-2.22159, 2.28779, 0.42676], [-3.06447, 3.01552, 1.94502], [-3.15418, 3.05478, -1.01486], [-0.38738, 2.20047, 0.34885], [0.40966, 2.19414, 2.04885], [-0.11863, 0.66841, 3.01388], [-0.04085, 3.70588, 3.10801], [2.29368, 2.28476, 2.07319], [0.47407, 3.23443, -0.93397], [0.40069, 5.07488, -0.48926], [-0.20666, 3.08656, -2.68898], [2.29927, 2.81783, -1.17295], [-4.55821, 0.50886, 1.10497], [-3.75536, -1.00909, 0.66097], [-4.27638, 0.12070, -0.61375], [-4.14620, 2.90010, 1.82793], [-2.85761, 4.08228, 2.05631], [-2.77328, 2.51112, 2.86594], [-4.22217, 3.06617, -0.77914], [-3.00955, 2.47836, -1.92832], [-2.84298, 4.08621, -1.19928], [-1.18659, 0.68812, 3.24474], [0.42865, 0.59822, 3.95839], [0.07097, -0.24804, 2.44887], [-1.05411, 3.68213, 3.50392], [0.07868, 4.63439, 2.54337], [0.64409, 3.74949, 3.96021], [2.76503, 1.59025, 1.38099], [2.62650, 2.04496, 3.08786], [2.63695, 3.29821, 1.84994], [-0.63221, 5.42013, -0.38607], [0.88560, 5.68535, -1.25615], [0.90862, 5.26631, 0.45963], [-1.28050, 3.24483, -2.77789], [0.02607, 2.09885, -3.09402], [0.29937, 3.83215, -3.31050], [2.94372, 3.22912, -0.39727], [2.62735, 3.22741, -2.13298], [2.45027, 1.73627, -1.19753], [-3.91183, -3.57873, 0.59598], [-3.20838, -3.82153, -0.50814], [-3.66762, -3.02895, -1.48880], [-3.40937, -5.09147, -0.86819], [-1.41209, -3.49106, -0.25960], [-1.38106, -2.07701, 0.03816], [-0.82808, -3.95300, -1.48209], [-0.97250, -4.41070, 0.92186], [-1.14634, -4.04086, 2.45907], [-1.88226, -2.84458, 2.73823], [-1.42428, -5.23080, 3.20168], [0.59857, -3.60807, 2.88133], [0.99692, -2.55360, 2.16142], [0.68914, -3.28958, 4.18117], [1.43016, -4.62483, 2.63960]], "atomic_forces_ev_per_a": [[0.1, 0.1, 0.0], [0.0, 0.0, 0.0], [0.0, -0.1, 0.0], [0.0, 0.0, 0.0], [0.0, 0.0, 0.0], [0.0, 0.0, 0.0], [0.0, 0.0, 0.0], [-0.1, 0.0, 0.0], [0.0, 0.0, -0.1], [0.0, -0.1, 0.0], [0.0, 0.1, 0.0], [0.0, 0.0, 0.0], [0.0, 0.0, 0.0], [0.0, 0.0, 0.0], [0.0, 0.0, 0.0], [0.0, 0.0, 0.0], [0.0, 0.0, 0.0], [0.0, 0.0, 0.0], [0.0, 0.0, 0.0], [0.0, 0.0, 0.0], [0.0, 0.0, 0.0], [0.0, 0.0, 0.0], [0.0, 0.0, 0.0], [0.0, 0.0, 0.0], [0.0, 0.0, 0.0], [0.0, 0.0, 0.0], [0.0, 0.0, 0.0], [0.0, 0.0, 0.0], [0.0, 0.0, 0.0], [0.0, 0.0, 0.0], [0.0, -0.1, 0.1], [0.0, 0.0, 0.0], [0.0, 0.0, 0.0], [0.0, 0.0, 0.0], [0.1, 0.0, 0.0], [0.0, 0.0, 0.0], [0.0, 0.0, 0.0], [0.0, 0.0, 0.0], [0.0, 0.0, -0.1], [0.0, 0.0, 0.0], [0.0, 0.0, 0.0], [0.0, 0.0, 0.0], [0.0, 0.0, 0.0], [0.0, 0.0, 0.0], [0.0, 0.0, 0.0], [0.0, 0.0, 0.0], [0.0, 0.0, 0.0], [0.0, 0.0, 0.0], [0.0, 0.0, 0.0], [0.0, 0.0, 0.0], [0.0, 0.0, 0.0], [0.0, 0.0, 0.0], [0.0, 0.0, 0.0], [0.0, 0.0, 0.0], [0.0, 0.0, 0.0], [0.0, 0.0, 0.0], [0.0, 0.0, 0.0], [0.0, 0.0, 0.0], [0.0, 0.0, 0.0], [0.0, 0.0, 0.0], [0.0, 0.0, 0.0], [0.0, 0.0, 0.0], [0.0, 0.0, 0.0], [0.0, 0.0, 0.0], [0.1, 0.0, 0.0], [0.0, 0.0, 0.0], [0.0, 0.0, 0.0], [0.0, 0.0, 0.0], [0.0, 0.0, 0.0], [0.0, 0.0, 0.0], [0.0, 0.0, 0.0], [0.0, -0.1, 0.0], [0.0, -0.1, 0.1], [0.0, 0.1, 0.0], [0.3, 0.0, 0.1], [-0.1, 0.1, -0.2], [0.0, 0.0, 0.0], [-0.3, -0.1, -0.1], [0.2, 0.1, 0.1], [-0.1, 0.0, 0.0], [0.0, -0.1, 0.0], [0.0, 0.0, 0.0], [0.0, -0.1, 0.1], [0.0, -0.1, -0.2], [-0.1, 0.1, 0.0]], "lowdin_spin": [2.47, 0.01, 0.05, 0.17, 0.14, 0.01, -0.01, 0.30, 0.20, 0.09, 0.21, 0.01, 0.01, 0.00, 0.01, 0.00, 0.01, 0.00, 0.00, 0.00, 0.01, 0.00, 0.00, 0.00, 0.00, 0.00, 0.00, 0.00, 0.00, 0.01, 0.07, 0.03, 0.00, 0.00, 0.07, 0.02, 0.01, 0.00, 0.00, 0.02, 0.00, 0.00, 0.00, 0.00, 0.00, 0.00, 0.00, 0.00, 0.00, 0.00, 0.00, 0.00, 0.00, 0.00, 0.01, 0.00, 0.00, 0.00, 0.00, 0.00, 0.00, 0.00, 0.00, 0.00, 0.00, 0.00, 0.00, 0.00, 0.00, 0.00, 0.00, 0.00, 0.00, 0.00, 0.01, 0.04, 0.00, 0.00, 0.00, 0.00, 0.00, 0.00, 0.00, 0.00, 0.00]}

=====

[4]
{"formula": "C33H36F18N2O18", "method": "ωB97M-V/def2-TZVPD", "lumo_energy_ha": -0.05590, "smiles": "CC(=O)N(C(C)=O)C1=C(OC#N)C(=O)OC1=O.CCOC(=O)C(F)(F)F.CCOC(=O)C(F)(F)F.CCOC(=O)C(F)(F)F.CCOC(=O)C(F)(F)F.CCOC(=O)C(F)(F)F.CCOC(=O)C(F)(F)F", "homo_lumo_gap_ev": 9.075, "e_homo_ev": -10.596, "largest_force_ev_per_a": 0.6, "species": ["C", "C", "O", "N", "C", "C", "O", "C", "C", "O", "C", "N", "C", "O", "O", "C", "O", "H", "H", "H", "H", "H", "H", "C", "C", "O", "C", "O", "C", "F", "F", "F", "H", "H", "H", "H", "H", "C", "C", "O", "C", "O", "C", "F", "F", "F", "H", "H", "H", "H", "H", "C", "C", "O", "C", "O", "C", "F", "F", "F", "H", "H", "H", "H", "H", "C", "C", "O", "C", "O", "C", "F", "F", "F", "H", "H", "H", "H", "H", "C", "C", "O", "C", "O", "C", "F", "F", "F", "H", "H", "H", "H", "H", "C", "C", "O", "C", "O", "C", "F", "F", "F", "H", "H", "H", "H", "H"], "positions_angstrom": [[2.66643, -7.66479, -1.78979], [2.92831, -6.22797, -1.43526], [3.66450, -5.88044, -0.56977], [2.20974, -5.27018, -2.30501], [3.08710, -4.50708, -3.24421], [4.30830, -3.84005, -2.67194], [2.76668, -4.46459, -4.38764], [1.27295, -4.43342, -1.69733], [0.13836, -4.03448, -2.26087], [-0.32039, -4.35978, -3.51649], [-1.04854, -5.43625, -3.54797], [-1.68618, -6.38906, -3.58679], [-0.61150, -3.13100, -1.35807], [-1.69411, -2.66936, -1.47831], [0.19891, -2.92318, -0.26245], [1.30971, -3.75258, -0.34403], [2.07347, -3.85475, 0.54931], [2.06517, -7.75823, -2.68936], [2.19525, -8.17000, -0.94720], [3.63379, -8.13745, -1.97337], [5.19231, -4.42124, -2.93592], [4.37583, -2.84103, -3.10391], [4.24230, -3.75766, -1.59000], [1.51263, 1.32739, -3.34671], [2.11020, 0.89531, -4.66406], [3.42317, 1.46760, -4.88139], [4.42827, 0.86584, -4.27445], [4.37733, -0.07767, -3.53900], [5.76187, 1.53337, -4.68266], [5.67365, 2.86425, -4.64520], [6.08120, 1.16803, -5.93097], [6.73946, 1.15098, -3.86947], [1.48027, 2.41245, -3.27197], [0.50093, 0.93656, -3.25864], [2.10083, 0.95192, -2.50912], [1.51518, 1.25193, -5.50170], [2.18270, -0.18989, -4.73633], [-4.61824, 1.68362, -2.19594], [-4.10764, 3.07622, -1.92339], [-2.87746, 3.33373, -2.64504], [-2.99583, 3.67157, -3.91353], [-3.99680, 3.81569, -4.55041], [-1.58681, 3.90725, -4.50721], [-0.73828, 2.93685, -4.13472], [-1.09158, 5.07484, -4.07626], [-1.63044, 3.93493, -5.83304], [-3.86318, 0.93296, -1.97564], [-5.49838, 1.49089, -1.58347], [-4.90487, 1.56774, -3.24120], [-3.84400, 3.20325, -0.87535], [-4.84714, 3.83359, -2.18191], [-0.49101, 1.92187, 4.36262], [-0.02125, 2.79190, 3.22109], [-0.07136, 2.07888, 1.96193], [-1.25017, 2.02061, 1.37193], [-2.28338, 2.49275, 1.74606], [-1.12475, 1.26215, 0.03173], [-0.39808, 0.14995, 0.15460], [-0.53389, 2.04789, -0.87880], [-2.33006, 0.93096, -0.41937], [0.08678, 0.99721, 4.39812], [-0.37339, 2.44592, 5.30452], [-1.54142, 1.65506, 4.24550], [1.02320, 3.06951, 3.33956], [-0.60901, 3.70563, 3.13973], [2.29616, 4.88590, 10.74786], [1.07233, 4.13732, 10.27254], [0.60107, 4.65397, 9.00512], [1.23018, 4.21663, 7.93015], [2.13852, 3.44208, 7.87442], [0.58248, 4.82770, 6.66731], [0.35442, 6.13296, 6.80680], [-0.59110, 4.21952, 6.42461], [1.36499, 4.64932, 5.60654], [2.09103, 5.95497, 10.80456], [2.58288, 4.53142, 11.73732], [3.13571, 4.73467, 10.07049], [0.23532, 4.27542, 10.95259], [1.26316, 3.06955, 10.17431], [-10.75212, 0.69603, -4.40391], [-10.05085, 1.83298, -5.11147], [-9.79865, 2.93576, -4.21057], [-8.73332, 2.81900, -3.43763], [-7.95689, 1.91172, -3.39548], [-8.57153, 4.09058, -2.57248], [-9.73188, 4.46560, -2.02905], [-8.11602, 5.09696, -3.32715], [-7.69868, 3.87312, -1.59225], [-11.67221, 1.04752, -3.93663], [-10.99990, -0.08682, -5.12005], [-10.11804, 0.26685, -3.62917], [-10.67561, 2.25580, -5.89463], [-9.11012, 1.51315, -5.55752], [4.42693, -3.57024, 2.60397], [5.43909, -3.60903, 3.72454], [5.76337, -4.97299, 4.08434], [6.65195, -5.57915, 3.31652], [7.22686, -5.13120, 2.36949], [6.90703, -7.00860, 3.84896], [5.76448, -7.63068, 4.15275], [7.65743, -6.94949, 4.95798], [7.55300, -7.73428, 2.94401], [3.53377, -4.13486, 2.86774], [4.13650, -2.54052, 2.39714], [4.83554, -4.00273, 1.69140], [5.03940, -3.17168, 4.63672], [6.35563, -3.08112, 3.46383]], "atomic_forces_ev_per_a": [[0.2, 0.0, -0.3], [-0.2, -0.2, -0.2], [0.2, 0.1, 0.2], [0.3, 0.2, 0.5], [0.1, -0.2, -0.2], [-0.3, 0.1, 0.3], [-0.1, 0.1, -0.1], [0.0, -0.2, -0.2], [0.0, 0.1, -0.1], [-0.1, 0.1, 0.0], [0.1, 0.1, 0.0], [-0.2, -0.3, -0.1], [0.1, 0.1, -0.1], [0.0, 0.1, 0.0], [-0.1, -0.2, 0.1], [-0.2, 0.0, -0.1], [0.2, 0.1, 0.1], [-0.1, 0.0, 0.1], [0.0, 0.0, 0.0], [0.0, -0.1, 0.2], [0.0, 0.1, 0.0], [0.1, -0.1, -0.1], [0.1, -0.1, 0.0], [0.4, 0.0, 0.2], [-0.3, -0.1, -0.1], [0.1, 0.0, 0.0], [-0.1, 0.0, 0.0], [0.0, -0.1, 0.0], [0.0, 0.0, 0.1], [0.0, 0.0, 0.0], [0.0, 0.0, 0.0], [0.0, 0.0, 0.0], [-0.1, 0.0, 0.0], [0.0, 0.0, 0.0], [0.0, -0.1, 0.0], [0.1, 0.1, 0.0], [0.1, 0.0, 0.0], [0.0, -0.2, -0.3], [-0.3, 0.0, 0.3], [0.0, 0.1, 0.0], [0.0, 0.0, 0.0], [0.0, 0.0, 0.0], [-0.1, 0.0, 0.0], [-0.1, 0.1, -0.1], [0.0, 0.0, 0.0], [0.0, 0.0, 0.0], [-0.1, 0.1, 0.0], [0.0, 0.0, 0.0], [-0.1, 0.1, 0.0], [0.1, 0.0, 0.0], [0.1, 0.0, -0.1], [-0.1, -0.4, -0.2], [0.1, 0.2, 0.3], [0.0, 0.0, 0.0], [0.0, 0.0, 0.0], [0.0, 0.0, 0.0], [0.0, 0.0, 0.0], [0.0, 0.0, 0.0], [0.0, 0.0, 0.0], [0.1, 0.0, 0.1], [0.1, 0.0, 0.0], [0.0, -0.1, -0.1], [0.0, 0.1, 0.0], [0.0, -0.1, -0.1], [-0.1, -0.1, -0.1], [0.0, 0.1, -0.2], [0.0, -0.1, 0.3], [0.0, 0.0, 0.0], [0.0, 0.0, 0.0], [0.0, 0.0, 0.0], [0.0, 0.1, 0.0], [0.0, 0.0, 0.0], [0.0, 0.2, 0.2], [0.0, 0.0, 0.0], [0.0, 0.0, 0.1], [0.0, 0.0, 0.0], [0.0, -0.1, 0.0], [0.0, 0.1, -0.1], [0.0, 0.0, -0.1], [0.0, 0.1, 0.2], [-0.1, -0.2, -0.2], [0.0, 0.0, 0.0], [0.0, 0.1, 0.0], [0.0, 0.0, 0.0], [0.0, -0.1, 0.0], [0.0, 0.0, 0.0], [0.0, 0.0, 0.0], [0.0, 0.0, 0.0], [0.0, 0.0, -0.1], [0.0, 0.0, 0.0], [0.0, 0.0, 0.0], [0.0, 0.1, 0.1], [0.1, 0.0, 0.1], [0.0, -0.2, -0.1], [-0.1, 0.3, 0.0], [0.1, 0.0, 0.0], [0.0, 0.0, 0.0], [0.0, 0.0, 0.0], [0.0, 0.0, -0.1], [0.0, 0.0, 0.0], [0.0, 0.0, 0.0], [0.0, 0.0, 0.0], [0.0, 0.1, 0.0], [0.0, 0.0, 0.0], [0.0, 0.0, 0.0], [0.0, -0.1, 0.0], [0.0, -0.1, 0.0]], "mulliken_charge": [-1.35, 0.69, -0.43, 0.40, 0.49, -0.64, -0.52, -0.11, 0.66, -0.48, 0.50, -0.44, 0.43, -0.52, -0.30, 0.35, -0.48, 0.37, 0.33, 0.39, 0.33, 0.21, 0.13, -0.92, -0.42, -0.33, 0.33, -0.52, 0.93, -0.25, -0.26, -0.24, 0.30, 0.27, 0.48, 0.34, 0.29, -1.13, -0.39, -0.25, 0.31, -0.54, 0.94, -0.25, -0.27, -0.25, 0.34, 0.36, 0.36, 0.35, 0.42, -0.92, -0.16, -0.30, 0.30, -0.55, 0.90, -0.26, -0.26, -0.26, 0.32, 0.18, 0.29, 0.31, 0.34, -1.10, -0.22, -0.31, 0.29, -0.51, 1.00, -0.26, -0.28, -0.23, 0.30, 0.37, 0.32, 0.31, 0.33, -1.10, -0.22, -0.33, 0.34, -0.50, 0.96, -0.26, -0.27, -0.24, 0.31, 0.37, 0.32, 0.32, 0.31, -0.87, -0.40, -0.32, 0.40, -0.51, 0.87, -0.25, -0.25, -0.24, 0.30, 0.40, 0.23, 0.33, 0.33]}